{"formula": "C21H35BHgO2P2", "method": "the ωB97M-V functional and the def2-TZVPD basis", "e_lumo_ev": 0.20, "total_charge": 0, "energy_ev": -49863.2315, "orbital_gap_ev": 4.205, "species": ["P", "P", "C", "C", "H", "H", "H", "H", "C", "H", "H", "H", "C", "H", "H", "H", "C", "H", "H", "H", "C", "H", "H", "H", "Hg", "C", "C", "C", "C", "C", "C", "C", "C", "C", "H", "H", "H", "H", "H", "H", "H", "H", "H", "H", "H", "H", "H", "H", "H", "O", "B", "O", "C", "C", "C", "C", "C", "C", "H", "H", "H", "H"], "positions_angstrom": [[1.7193, 1.5837, -1.6838], [-0.7257, -1.0768, -2.5522], [1.4712, 0.6927, -3.2913], [0.0350, 0.2409, -3.6263], [2.2049, -0.1338, -3.3631], [1.7778, 1.4479, -4.0109], [-0.6486, 1.1145, -3.7303], [0.1018, -0.3148, -4.5594], [0.0318, -2.6969, -2.7984], [-0.4510, -3.3627, -2.0699], [1.1193, -2.6604, -2.6126], [-0.1698, -3.0521, -3.8168], [-2.5205, -0.9577, -2.5778], [-2.8860, -1.3935, -3.5258], [-2.8318, 0.1011, -2.4886], [-2.8924, -1.5468, -1.7229], [3.4763, 1.5259, -1.2479], [3.5295, 2.0045, -0.2562], [4.1225, 2.0711, -1.9509], [3.8255, 0.4806, -1.1796], [1.0259, 3.2470, -1.8013], [-0.0498, 3.2211, -2.0385], [1.5428, 3.8449, -2.5617], [1.1529, 3.7395, -0.8280], [0.2383, -0.1792, -0.6430], [0.2069, 0.2300, -6.6192], [0.9734, -0.8778, -6.4053], [2.3202, -1.0150, -7.0212], [3.2081, 0.2823, -7.0390], [3.1062, 1.1905, -5.8620], [2.3304, 2.3050, -5.8490], [1.3151, 2.5810, -6.9073], [0.5947, 1.3318, -7.5398], [0.3695, 0.4915, 1.6438], [-0.7837, 0.3312, -6.1581], [0.6076, -1.7329, -5.8221], [2.2574, -1.3610, -8.0794], [2.8843, -1.7920, -6.4778], [4.2424, -0.0911, -7.0590], [3.0647, 0.7843, -8.0120], [3.7464, 0.9481, -5.0031], [2.4628, 3.0831, -5.0762], [1.7492, 3.1574, -7.7583], [0.5301, 3.2278, -6.4758], [-0.3503, 1.7308, -7.9348], [1.1712, 1.0172, -8.4279], [-0.4008, 1.0865, 2.1445], [0.9326, 1.3033, 1.0845], [1.1272, 0.0933, 2.3384], [-0.0116, -2.0891, 2.1705], [-0.5246, -0.9622, 1.3831], [-1.9613, -0.7951, 1.6584], [-2.1658, -1.5400, 2.7673], [-3.2554, -1.4839, 3.6125], [-3.1587, -2.2297, 4.8227], [-1.9681, -2.9147, 5.1628], [-0.8562, -2.9121, 4.3164], [-0.9777, -2.2900, 3.1056], [-4.1177, -0.8769, 3.3136], [-4.0226, -2.2340, 5.4790], [-1.8936, -3.4506, 6.1218], [0.1344, -3.3641, 4.5664]], "forces_ev_per_a": [[-1.5, -2.5, 0.6], [-0.2, 2.4, 0.2], [0.3, 0.9, 0.1], [-0.1, -1.2, -0.6], [-0.4, 0.4, 0.2], [-0.3, -0.6, -0.2], [0.3, -0.7, 0.1], [0.0, 1.1, 0.2], [-0.5, -0.1, -0.6], [0.3, 0.1, -0.1], [-0.5, 0.2, 0.1], [0.1, -0.2, 0.2], [-0.5, -0.9, -1.3], [-0.5, 0.2, 0.5], [0.3, -0.7, 0.0], [0.0, 0.3, -0.3], [0.4, 0.7, -0.2], [0.3, -0.3, -0.3], [-0.1, 0.0, 0.2], [-0.4, 0.5, 0.1], [0.5, 0.7, -0.4], [0.5, -0.2, 0.1], [-0.1, 0.1, 0.1], [-0.1, -0.1, -0.2], [1.5, -1.7, 1.8], [0.8, -1.9, 0.0], [-1.4, 1.4, -0.9], [1.0, -0.2, -0.3], [0.3, -1.1, -0.6], [-0.5, 1.7, 0.0], [1.5, -1.0, -0.3], [-0.6, 0.3, -0.6], [-0.1, 1.2, -0.6], [-0.7, 1.4, 2.1], [0.5, -0.1, -0.2], [0.1, 0.5, -0.1], [-0.1, 0.1, 0.6], [-0.2, 0.2, -0.2], [-0.2, 0.2, -0.1], [0.1, 0.1, 0.7], [-0.2, 0.3, -0.4], [-0.2, -0.7, -0.2], [-0.2, -0.2, 0.6], [0.3, -0.2, -0.1], [0.2, 0.0, -0.1], [-0.4, -0.2, 0.6], [0.2, 0.3, 0.8], [-0.8, -1.2, 0.1], [-0.2, 0.2, 0.0], [-0.6, 0.6, 0.1], [1.8, 0.6, -1.1], [0.7, -0.2, -0.4], [0.9, -0.6, 1.0], [0.4, -0.6, 0.1], [0.7, -0.1, -0.5], [-1.1, 0.2, 0.4], [0.9, -0.6, -0.1], [-1.1, 1.3, -0.5], [0.3, -0.3, 0.4], [0.2, -0.1, 0.1], [-0.2, 0.4, -0.5], [-1.1, 0.3, 0.0]]}